DFT (ωB97M-V/def2-TZVPD) results for an isolated ion of composition C3H2NOS2 and charge -1.

* charge: -1
* molecular weight: 132.189 g mol⁻¹
* HOMO (alpha / beta): -3.3 / -3.2 eV
* energy above the lowest of the compared OMol25 structures with the same formula, charge and spin: 710.1 kJ/mol
* spin multiplicity: 1
* maximum force: 3.99 eV/A

Geometry as XYZ:
```
9
C3H2NOS2 | the OMol25 dataset | ωB97M-V/def2-TZVPD
H -1.0733 1.8692 0.4659
C 1.7353 0.0046 0.2996
H 0.9812 -1.8911 -0.0418
S 3.2230 -0.4538 0.0413
O -2.4143 -0.6227 0.4509
C -0.0351 -1.7085 0.5211
S -1.0534 -0.5501 -0.1103
N 0.9857 0.9927 0.4787
C -0.3149 0.9442 0.4790
```

Taken from the Mulliken analysis, the atomic charges in e are:
1 H 0.27
2 C 0.14
3 H 0.16
4 S -0.40
5 O -0.62
6 C -0.45
7 S 0.30
8 N -0.39
9 C -0.01